Computed, not measured: a structure of composition C17H34CuOP2 in a non-equilibrium geometry, with the ωB97M-V functional and the def2-TZVPD basis.

Structure (XYZ):
```
55
Properties=species:S:1:pos:R:3:forces:R:3:mulliken_charge:R:1
P 0.780 2.730 -0.286 0.836 -0.632 0.012 1.694
P 1.702 -0.169 -1.985 0.016 0.341 0.210 1.525
C 2.320 2.621 -1.305 0.266 1.101 -0.079 -1.213
C 2.285 1.563 -2.444 -0.002 -0.410 -0.337 -1.232
H 3.177 2.460 -0.630 -0.245 -0.012 -0.237 0.389
H 2.405 3.631 -1.734 0.668 -0.254 -0.278 0.538
H 1.636 1.906 -3.267 0.184 -0.031 0.270 0.408
H 3.293 1.421 -2.863 -0.144 0.364 0.018 0.543
C 3.198 -0.714 -1.081 0.161 -0.063 0.011 -1.491
H 3.060 -1.764 -0.796 0.161 0.174 -0.022 0.343
H 3.367 -0.128 -0.171 0.018 -0.091 -0.215 0.359
H 4.053 -0.615 -1.764 0.015 -0.125 0.337 0.513
C 1.974 -1.241 -3.454 0.245 0.310 -0.342 -1.304
H 3.028 -1.199 -3.774 -0.343 -0.113 -0.120 0.407
H 1.312 -0.952 -4.281 0.207 -0.105 0.156 0.381
H 1.724 -2.274 -3.159 0.111 0.407 -0.075 0.339
C 0.862 4.045 0.987 0.737 0.551 -0.291 -1.446
H -0.078 4.028 1.559 0.335 0.025 -0.388 0.356
H 0.970 5.021 0.492 0.103 0.005 0.433 0.466
H 1.686 3.872 1.690 -0.105 0.120 -0.110 0.329
C -0.275 3.676 -1.436 0.017 0.098 -0.141 -1.732
H -0.442 3.152 -2.380 0.082 0.103 0.075 0.374
H 0.251 4.624 -1.609 -0.332 -0.018 -0.202 0.526
H -1.245 3.869 -0.968 0.093 0.035 -0.069 0.331
Cu -2.300 -2.985 0.696 0.353 0.911 0.337 -0.616
C -0.718 -1.702 -0.305 0.305 0.132 0.824 -0.185
C 0.186 -1.568 0.725 -1.028 -0.951 -1.056 -0.690
C 0.897 -0.376 1.239 0.484 0.647 0.996 0.086
C 0.190 0.469 2.327 1.615 0.334 -0.621 -1.038
C -0.680 1.549 1.765 -2.793 -0.798 -0.208 -0.773
C -1.493 1.437 0.669 -0.236 -0.081 1.057 -0.165
C -1.185 0.761 -0.634 -0.006 -1.098 -0.394 0.249
C -1.691 -0.682 -0.882 1.080 0.555 -0.760 -1.046
C -3.271 -1.730 1.895 -0.304 -0.076 0.072 -1.027
H -0.666 -2.656 -0.862 -0.516 -0.251 0.682 0.858
H 0.471 -2.490 1.258 0.311 0.099 -0.889 0.382
H 1.187 0.325 0.446 -0.287 -0.293 0.164 -1.011
H 1.875 -0.715 1.646 -0.662 -0.058 -0.063 0.764
H -0.376 -0.167 3.011 -0.327 0.089 -0.131 0.448
H 0.976 0.909 2.958 -0.093 0.048 -0.131 0.411
H -0.895 2.353 2.481 -0.439 -0.553 -0.049 0.707
H -2.473 1.928 0.679 0.608 0.694 0.014 0.207
H -0.087 0.687 -0.750 -1.172 0.095 -0.010 -1.638
H -1.508 1.380 -1.498 -0.146 -0.162 0.745 0.527
H -2.711 -0.814 -0.502 0.211 -0.211 0.138 0.366
H -1.769 -0.848 -1.977 0.151 0.074 0.495 0.544
H -4.348 -1.912 1.776 0.167 0.161 0.164 0.297
H -3.037 -0.681 1.657 -0.031 -0.298 0.182 0.230
H -2.978 -1.967 2.927 -0.126 0.204 -0.132 0.259
C -2.186 -4.988 2.732 -0.465 -0.976 0.274 -0.821
C -2.797 -4.665 1.403 0.552 0.976 -1.462 1.167
O -3.532 -5.235 0.638 -0.092 -0.959 1.134 -0.653
H -1.111 -4.745 2.708 -0.518 0.023 0.028 0.203
H -2.319 -6.060 2.938 0.032 0.176 0.241 0.354
H -2.694 -4.376 3.496 0.286 -0.233 -0.261 0.204
```
Forces are in eV/Å.

Values from the calculation:
**Multiplicity**: 2
**⟨S²⟩**: 0.760
**Strongest force on any atom**: 2.91 eV/Å
**ΔE to the lowest compared entry with this formula, charge and spin**: 0.2195 eV
**Orbital gap (spin up / spin down)**: 7.000 / 6.918 eV
**LUMO level (spin up / spin down)**: 0.0201 / 0.0016 hartree

Computed, not measured: a structure of composition C23H22N3O3Sr, with the ωB97M-V functional and the def2-TZVPD basis.

Structure (XYZ):
```
52
Properties=species:S:1:pos:R:3:forces:R:3:mulliken_charge:R:1
Sr -0.164 -0.987 0.822 0.182 0.563 0.107 1.700
C -2.357 -2.474 -2.015 -0.083 0.006 0.121 -0.837
O -1.669 -1.438 -1.334 0.297 0.016 0.057 -0.277
C -0.580 -0.900 -2.101 -0.384 0.070 -0.319 -0.320
C 0.661 -1.795 -2.020 0.154 -0.049 -0.180 -0.522
O 1.675 -1.256 -1.183 -0.256 -0.045 0.110 -0.338
C 2.258 -0.072 -1.737 0.229 0.031 -0.002 -0.611
H -2.760 -2.102 -2.960 -0.007 0.011 0.003 0.311
H -3.172 -2.793 -1.370 0.004 -0.016 -0.021 0.287
H -1.705 -3.330 -2.216 -0.001 0.005 -0.007 0.323
H -0.387 0.100 -1.704 0.072 -0.068 -0.020 0.002
H -0.920 -0.723 -3.124 0.068 -0.121 -0.038 0.475
H 1.087 -2.023 -3.002 -0.059 0.147 -0.036 0.296
H 0.378 -2.754 -1.573 0.024 -0.004 -0.030 0.398
H 2.632 -0.280 -2.744 0.001 -0.038 0.031 0.337
H 3.089 0.193 -1.089 -0.019 0.029 0.005 0.250
H 1.553 0.758 -1.776 -0.008 0.012 0.024 0.277
N -0.528 2.800 2.236 0.008 0.014 0.037 -0.300
C -0.298 2.415 0.972 0.009 0.106 0.012 0.832
O 0.356 1.350 0.759 -0.124 -0.382 -0.234 -0.937
C -0.783 3.206 -0.113 0.024 -0.041 0.136 0.097
C -1.535 4.380 0.101 -0.016 0.065 -0.159 -0.135
N -2.151 5.342 0.276 0.001 -0.016 0.089 -0.565
C -0.518 2.760 -1.419 0.028 -0.007 -0.056 0.359
N -0.286 2.349 -2.477 -0.003 -0.009 0.008 -0.713
H -1.122 3.584 2.446 -0.004 0.009 -0.013 0.230
H -0.335 2.153 2.988 -0.005 -0.024 0.006 0.098
C -0.725 -1.329 3.086 -0.096 -0.267 0.418 -1.276
C -0.516 -0.887 4.226 -0.107 -0.008 0.013 0.465
C -0.280 -0.378 5.521 0.110 -0.068 -0.064 -0.566
C 0.466 -1.203 6.444 0.000 -0.002 0.012 0.339
C 1.194 -2.329 5.987 -0.008 0.007 -0.021 -0.603
C 1.894 -3.153 6.847 0.008 -0.005 0.015 -0.431
C 1.913 -2.919 8.219 -0.006 0.004 -0.025 -0.482
C 1.182 -1.838 8.699 0.005 -0.004 0.018 -0.598
C 0.477 -1.008 7.846 -0.013 0.015 -0.013 -0.335
C -0.742 0.961 5.794 -0.064 0.117 0.016 0.660
C -1.798 1.529 5.039 0.017 -0.048 0.004 -0.972
C -2.234 2.828 5.233 -0.013 0.037 0.004 -0.327
C -1.644 3.653 6.187 -0.002 -0.047 -0.024 -0.600
C -0.597 3.125 6.936 0.006 0.039 0.019 -0.563
C -0.157 1.826 6.752 0.022 -0.029 -0.015 -0.421
H 1.185 -2.540 4.924 0.001 -0.003 0.008 0.276
H 2.441 -3.997 6.437 0.000 -0.001 -0.001 0.326
H 2.466 -3.563 8.891 0.002 -0.004 -0.001 0.354
H 1.148 -1.644 9.767 -0.005 0.005 -0.002 0.335
H -0.117 -0.210 8.271 0.004 -0.004 0.017 0.572
H -2.281 0.907 4.294 0.007 -0.001 -0.006 0.355
H -3.059 3.202 4.634 0.004 0.001 -0.004 0.463
H -1.984 4.670 6.337 -0.004 0.004 -0.001 0.375
H -0.097 3.747 7.671 0.003 -0.006 0.000 0.351
H 0.692 1.480 7.325 -0.002 0.006 0.003 0.588
```
Forces are in eV/Å.

Values from the calculation:
**Charge**: -1
**Multiplicity**: 1
**Strongest force on any atom**: 0.60 eV/Å
**ΔE to the lowest compared entry with this formula, charge and spin**: 0.0000 eV
**Orbital gap**: 3.610 eV
**LUMO level**: 0.0567 hartree

Computed, not measured: a cluster of 2 separate species, C9H15N3 in total in a non-equilibrium geometry, with the ωB97M-V functional and the def2-TZVPD basis.

Structure (XYZ):
```
27
Properties=species:S:1:pos:R:3:forces:R:3:mulliken_charge:R:1
C -1.629 2.204 -1.087 0.309 0.509 -0.500 -0.405
C -0.665 0.993 -0.783 1.102 3.009 -0.103 0.400
C 0.768 1.282 -0.711 -1.032 -1.017 0.150 -0.875
C 1.642 0.255 -0.315 -2.515 -1.023 1.173 0.330
C 3.034 0.511 0.117 2.907 -1.176 0.214 -0.906
C 1.005 -0.981 0.064 0.904 0.016 -0.246 -0.995
C -0.367 -1.233 -0.074 2.021 -1.249 0.881 0.981
C -0.789 -2.671 0.189 2.426 0.469 2.100 -0.956
C -1.220 -0.243 -0.458 1.271 1.208 -1.101 -0.738
H -3.021 1.000 0.411 0.089 3.580 -4.177 0.356
H -3.501 2.867 -0.515 1.168 -4.638 -0.466 0.291
H -1.339 3.215 -0.468 -0.238 -2.609 -1.534 0.311
H -1.612 2.498 -2.288 -0.056 -0.765 3.077 0.229
H 1.229 2.286 -0.876 -0.910 -0.760 -0.088 0.301
H 3.682 -0.466 0.196 -1.224 1.640 -1.252 0.318
H 3.538 1.307 -0.527 -0.485 -1.224 0.780 0.394
H 2.648 1.802 1.571 0.169 0.218 0.453 0.282
H 2.577 0.307 2.077 -0.043 -0.378 0.256 0.283
H 1.615 -1.844 0.474 -0.437 1.247 -0.638 0.160
H -1.460 -2.948 -0.557 -0.763 -0.918 -1.613 0.421
H 0.215 -3.209 0.183 -1.752 -0.076 -0.230 0.380
H -2.232 -2.171 1.506 0.918 -1.635 0.020 0.251
H -1.025 -2.879 2.388 -0.284 -0.105 -2.358 0.269
H -2.220 -0.471 -0.713 -1.040 -0.013 0.047 0.860
N -3.035 1.760 -0.761 -0.872 2.468 3.923 -0.675
N 3.164 0.925 1.536 -0.744 1.109 -0.637 -0.631
N -1.523 -2.970 1.438 -0.889 2.115 1.870 -0.635
```
Forces are in eV/Å.

Values from the calculation:
**Multiplicity**: 1
**Strongest force on any atom**: 5.50 eV/Å
**ΔE to the lowest compared entry with this formula, charge and spin**: 4.1064 eV
**Orbital gap**: 9.500 eV
**LUMO level**: 0.0215 hartree